C72H72Ge2IN3O2RhS6 as an isolated structure, computed with ωB97M-V with the def2-TZVPD basis set.

LUMO energy: 0.0702 Ha
total charge: -1
M: 1578.82 g mol⁻¹
spin multiplicity: 1
E_tot: -273562.009 eV
frontier orbital gap: 6.71 eV

XYZ file:
```
159
Properties=species:S:1:pos:R:3:forces:R:3:lowdin_charge:R:1
Rh -0.055824 -0.820276 1.498743 0.631 -0.688 0.056 0.25
C -2.851418 -5.838246 6.598560 -0.001 0.012 0.001 -0.05
C -2.201500 -4.526069 6.251719 -0.020 0.013 0.012 -0.29
C -1.191347 -3.993246 7.041679 -0.016 -0.002 -0.004 -0.07
C -0.568611 -2.797110 6.698402 0.063 -0.055 -0.052 -0.05
C -0.967224 -2.127188 5.555571 -0.022 0.027 0.085 -0.27
C -1.994470 -2.628873 4.763599 -0.067 0.077 0.004 -0.08
C -2.597786 -3.822383 5.112880 0.002 0.003 0.000 -0.04
S -0.177007 -0.603123 5.088564 -0.009 -0.142 0.020 0.57
O 0.885753 -0.390165 6.044658 -0.044 0.022 -0.005 -0.32
O -1.218449 0.373097 4.972177 -0.004 0.003 -0.058 -0.30
N 0.410768 -0.930359 3.635446 0.155 0.198 -0.018 -0.21
C 1.722675 -1.216058 3.372424 -0.005 0.000 0.007 -0.40
C 2.805425 -1.551757 4.200715 -0.010 0.030 -0.005 0.00
C 4.024739 -1.780124 3.597597 0.008 0.000 0.001 -0.07
C 4.185141 -1.681138 2.214196 0.002 0.004 0.004 -0.08
C 3.076074 -1.366908 1.456765 -0.022 -0.025 -0.013 -0.12
N 1.899518 -1.166247 2.035697 -0.123 0.122 -0.038 -0.07
H -2.507502 -6.206632 7.565016 0.000 0.000 0.003 0.07
H -2.620598 -6.596621 5.846688 0.010 -0.001 -0.008 0.08
H -3.937551 -5.739837 6.639220 0.002 -0.004 -0.002 0.08
H -0.880736 -4.520248 7.937463 0.000 0.001 0.003 0.11
H 0.226409 -2.383122 7.304318 -0.012 0.011 0.007 0.11
H -2.317288 -2.077222 3.885754 0.006 -0.009 -0.011 0.02
H -3.395799 -4.215474 4.491730 0.000 0.000 0.000 0.12
H 2.677262 -1.595465 5.269674 0.002 0.004 0.002 0.10
H 4.876452 -2.033355 4.217888 0.001 0.000 0.000 0.10
H 5.144222 -1.837275 1.741543 0.002 -0.002 0.003 0.09
H 3.090719 -1.267161 0.376512 -0.002 0.013 -0.009 0.10
C 6.095098 -0.468921 -1.740571 0.008 0.011 -0.012 -0.05
C 4.844840 -0.436881 -2.577770 0.004 0.015 -0.017 -0.26
C 3.984751 -1.526059 -2.624117 0.004 -0.030 0.004 -0.01
C 2.799231 -1.482483 -3.345920 -0.040 -0.042 0.009 -0.21
C 1.895876 -2.685375 -3.395410 0.049 0.089 -0.139 -0.07
C 2.451551 -0.306995 -4.021610 0.006 0.067 0.011 -0.16
C 3.338054 0.773605 -4.045442 0.003 -0.048 0.000 -0.25
C 3.046448 2.039653 -4.805006 -0.038 -0.005 0.019 -0.03
C 4.520194 0.689544 -3.318130 -0.017 0.038 -0.009 -0.02
C 1.113840 -0.242332 -4.687083 0.085 -0.049 -0.014 -0.22
C 1.026855 -0.537632 -6.044621 0.001 0.043 -0.002 -0.04
C -0.201616 -0.558471 -6.684627 0.000 0.006 0.026 -0.07
C -1.352347 -0.312012 -5.954550 0.036 -0.024 0.007 -0.04
C -1.289537 -0.025630 -4.591872 -0.068 0.000 -0.053 -0.21
C -0.044465 0.039875 -3.946839 -0.017 -0.092 0.066 -0.18
Ge 0.092901 0.509366 -2.020662 -0.049 0.124 -0.065 0.06
S 0.276870 -1.285609 -0.786488 -0.141 0.207 0.264 0.23
S 1.705099 1.993474 -1.532467 0.026 -0.056 -0.089 0.36
Ge 0.123357 2.592584 -0.032457 0.012 -0.080 0.107 0.05
S 0.354658 1.465640 1.805030 -0.025 0.089 -0.029 0.26
S -1.556157 1.829271 -1.294167 0.021 0.000 -0.042 0.35
C 0.028999 4.525413 0.360438 0.071 -0.071 -0.086 -0.20
C 1.082604 5.401071 0.080704 0.066 0.063 0.003 -0.22
C 0.954376 6.760076 0.367222 -0.042 -0.008 0.031 -0.04
C -0.205072 7.258126 0.937343 0.016 -0.047 -0.033 -0.07
C -1.244285 6.389925 1.231618 0.020 0.019 -0.017 -0.03
C -1.139262 5.031268 0.948366 -0.103 0.050 0.119 -0.22
C -2.275707 4.138088 1.330780 -0.023 -0.012 0.005 -0.16
C -3.351761 3.934746 0.467946 0.022 -0.009 0.014 -0.24
C -3.445647 4.595435 -0.883979 -0.006 0.019 -0.020 -0.05
C -4.382147 3.083766 0.864395 0.001 -0.027 -0.009 -0.02
C -4.355764 2.428485 2.082509 -0.032 0.029 0.003 -0.30
C -5.444304 1.470858 2.480700 -0.024 0.021 0.032 -0.08
C -3.282915 2.661251 2.938464 -0.019 0.035 0.035 -0.02
C -2.255531 3.522766 2.594764 -0.041 0.033 0.011 -0.23
C -1.172264 3.828002 3.594546 -0.008 0.006 0.003 -0.06
C 2.377641 4.961551 -0.522810 0.030 0.054 0.060 -0.19
C 2.620786 5.175145 -1.878580 -0.033 0.000 0.001 -0.25
C 1.558651 5.723523 -2.795991 0.019 -0.016 -0.005 -0.02
C 3.862833 4.833217 -2.408385 0.018 0.027 0.000 -0.04
C 4.857993 4.275796 -1.624006 0.003 -0.013 0.026 -0.27
C 6.198519 3.912855 -2.205419 0.013 0.018 0.016 -0.06
C 4.592463 4.061660 -0.274291 -0.022 0.016 -0.031 -0.01
C 3.371573 4.398773 0.292678 0.041 0.032 -0.040 -0.22
C 3.130651 4.158629 1.758824 -0.010 -0.004 -0.016 -0.03
C -2.577782 0.177138 -3.860958 0.017 0.041 -0.027 -0.18
C -3.242356 1.402376 -3.917066 0.031 -0.015 0.005 -0.27
C -2.695877 2.581565 -4.680542 -0.014 0.009 0.022 -0.03
C -4.408376 1.572864 -3.173171 -0.016 -0.024 0.004 -0.05
C -4.909647 0.566246 -2.366273 0.008 0.019 -0.012 -0.27
C -6.109229 0.785744 -1.487232 -0.024 -0.036 -0.001 -0.05
C -4.257093 -0.661804 -2.361097 -0.004 -0.013 -0.003 -0.03
C -3.111371 -0.881182 -3.107456 -0.026 -0.008 0.018 -0.21
C -2.465262 -2.241366 -3.097661 0.012 -0.001 -0.010 -0.04
H 6.163952 -1.396867 -1.172029 0.004 -0.004 -0.003 0.07
H 6.103707 0.361372 -1.031924 -0.003 0.009 0.019 0.08
H 6.991356 -0.384540 -2.359455 0.001 0.004 0.004 0.08
H 4.235544 -2.428754 -2.075115 -0.004 -0.009 0.001 0.11
H 2.419699 -3.568135 -3.023798 0.045 0.056 -0.029 0.07
H 1.560039 -2.886147 -4.414190 0.033 -0.016 -0.051 0.09
H 1.003950 -2.524842 -2.784576 0.093 -0.023 -0.111 -0.01
H 2.078224 2.009519 -5.300556 -0.009 -0.007 -0.001 0.08
H 3.815319 2.213443 -5.562241 -0.006 0.008 -0.004 0.09
H 3.047906 2.886711 -4.118980 -0.011 0.033 0.021 0.04
H 5.182187 1.550901 -3.298374 -0.047 -0.060 -0.038 0.10
H 1.937677 -0.753733 -6.591849 -0.002 0.004 -0.005 0.12
H -0.263140 -0.780193 -7.743350 0.001 0.001 0.000 0.10
H -2.324686 -0.344550 -6.432683 0.000 -0.004 -0.005 0.12
H 1.781172 7.421025 0.132775 0.001 0.004 0.012 0.12
H -0.296615 8.315553 1.154662 0.003 -0.002 0.007 0.10
H -2.154377 6.754988 1.693671 0.000 0.006 -0.011 0.12
H -2.567974 5.198055 -1.111979 0.011 -0.003 -0.005 0.07
H -4.325239 5.243123 -0.931180 0.004 0.017 -0.001 0.08
H -3.544397 3.838882 -1.665090 -0.005 0.018 0.017 0.03
H -5.208181 2.909667 0.180734 0.020 0.022 0.028 0.10
H -6.226202 1.423401 1.721477 -0.014 0.012 0.013 0.06
H -5.903726 1.768505 3.425927 -0.005 0.007 0.004 0.08
H -5.031819 0.467853 2.613112 -0.026 0.044 0.005 0.01
H -3.232872 2.141653 3.889591 0.008 -0.006 -0.005 0.12
H -1.159966 3.075450 4.382003 -0.003 -0.011 -0.009 0.07
H -1.340778 4.812184 4.044010 -0.008 -0.001 0.012 0.08
H -0.185512 3.840933 3.134678 0.000 0.022 -0.001 0.04
H 0.610267 5.862114 -2.282063 0.007 0.005 -0.017 0.07
H 1.387113 5.033049 -3.623092 0.013 -0.048 -0.040 0.08
H 1.861123 6.684470 -3.220235 -0.001 -0.005 0.003 0.08
H 4.046920 5.000635 -3.466151 0.002 0.003 0.015 0.12
H 6.239129 4.136926 -3.271945 -0.002 -0.007 -0.005 0.07
H 6.408414 2.849253 -2.076109 0.024 0.015 0.030 0.06
H 7.002992 4.463963 -1.713538 0.001 0.007 -0.005 0.08
H 5.358667 3.620744 0.356114 0.002 0.000 0.002 0.12
H 4.064748 3.910005 2.262952 0.000 0.005 0.003 0.08
H 2.439493 3.326078 1.916497 -0.001 -0.008 0.002 0.03
H 2.697064 5.037259 2.240106 -0.006 -0.002 -0.003 0.09
H -1.751224 2.354168 -5.169620 0.001 -0.003 -0.009 0.07
H -2.519221 3.413766 -3.995536 0.001 0.002 0.012 0.07
H -3.403724 2.917073 -5.442709 -0.003 -0.002 0.006 0.08
H -4.903405 2.539743 -3.189225 -0.005 -0.009 -0.011 0.12
H -6.496930 1.799657 -1.592696 -0.009 -0.004 -0.007 0.07
H -5.839504 0.630912 -0.440050 0.008 -0.012 -0.031 0.06
H -6.912805 0.086306 -1.729499 0.002 0.000 0.001 0.08
H -4.634809 -1.462883 -1.734534 -0.001 0.000 -0.001 0.11
H -3.108948 -2.960693 -2.589910 0.004 0.000 -0.005 0.07
H -1.513726 -2.225025 -2.562751 0.008 0.005 0.016 0.02
H -2.275037 -2.596594 -4.114183 -0.001 0.003 0.005 0.09
N -0.330030 -2.914218 1.661014 -0.167 0.073 0.197 -0.47
S 0.575087 -4.046473 1.051731 0.052 0.025 -0.104 1.02
C -0.324122 -4.881316 -0.247925 -0.032 -0.012 -0.042 -0.40
C 0.197846 -4.799901 -1.527535 0.045 -0.059 0.092 -0.11
C -0.529851 -5.312271 -2.593227 0.002 0.006 0.013 -0.07
C -1.768657 -5.890467 -2.365857 0.002 -0.003 0.000 -0.08
C -2.285411 -5.965376 -1.076095 -0.012 -0.002 -0.001 -0.07
C -1.564139 -5.458984 -0.009042 0.016 -0.006 0.006 -0.07
C 0.623869 -5.363362 2.278860 -0.027 0.011 0.010 -0.37
C 0.457199 -4.997623 3.604385 0.003 0.032 0.003 -0.06
C 0.554488 -5.969568 4.592372 0.029 -0.051 -0.010 -0.06
C 0.825725 -7.285451 4.249257 -0.006 0.010 -0.001 -0.08
C 1.005414 -7.637223 2.916308 0.001 -0.008 -0.005 -0.08
C 0.907164 -6.676228 1.923034 0.011 0.003 -0.012 -0.08
H -1.306418 -3.174983 1.787601 0.003 -0.014 -0.008 -0.04
H 1.150002 -4.310998 -1.686291 -0.139 -0.115 0.093 0.07
H -0.136174 -5.235811 -3.598526 0.002 0.004 -0.006 0.11
H -2.345235 -6.274356 -3.197740 0.000 -0.001 -0.001 0.10
H -3.258068 -6.408365 -0.906186 -0.001 0.001 0.000 0.11
H -1.962671 -5.504271 0.997966 -0.008 0.007 0.000 0.12
H 0.241760 -3.964353 3.850296 0.003 -0.024 0.000 0.09
H 0.409743 -5.686437 5.626610 0.021 -0.010 -0.023 0.10
H 0.897756 -8.042465 5.019945 0.002 0.001 0.004 0.10
H 1.217171 -8.664627 2.648957 0.000 0.000 -0.002 0.10
H 1.034847 -6.948420 0.882553 -0.005 0.002 -0.002 0.11
I -2.672163 -0.730870 1.343680 -0.251 0.006 -0.151 0.40
```
Forces are in eV/Å.